Entry 1:
26
Properties=species:S:1:pos:R:3:mulliken_charge:R:1 method="wB97M-V/def2-TZVPD" lumo_ev=0.98 de_lowest_kj_mol=112.61 total_charge=0 total_energy_ha=-390.59298 smiles=Cc1ccccc1.CCC
C 1.428 2.058 -2.504 -1.4676
C 1.143 0.762 -1.809 0.9247
C -0.089 0.246 -2.233 -0.5171
C -0.546 -0.974 -1.659 -0.4098
C 0.336 -1.735 -0.910 -0.5242
C 1.594 -1.273 -0.538 -0.4465
C 1.972 -0.033 -1.024 -0.4536
H 0.857 2.884 -2.077 0.3204
H 1.131 2.181 -3.541 0.3180
H 2.450 2.440 -2.383 0.3715
H -0.707 0.542 -3.075 0.3190
H -1.553 -1.338 -1.768 0.3997
H -0.109 -2.642 -0.511 0.4694
H 2.382 -1.823 -0.042 0.3879
H 2.919 0.356 -0.657 0.3240
C -1.067 -1.399 2.185 -0.8571
C -1.645 -0.112 2.784 -0.2960
C -1.027 1.044 1.993 -0.9971
H -1.262 -1.393 1.106 0.0370
H -1.423 -2.398 2.466 0.3980
H 0.002 -1.560 2.248 0.2998
H -2.722 -0.151 2.725 0.2645
H -1.413 0.042 3.841 0.2777
H -1.487 2.033 2.185 0.3612
H 0.009 1.285 2.273 0.2824
H -1.172 0.958 0.926 0.2137

Entry 2:
26
Properties=species:S:1:pos:R:3:mulliken_charge:R:1 method="wB97M-V/def2-TZVPD" multiplicity=2 lumo_ev="-4.44 / -8.32" de_lowest_kj_mol=179.55 total_charge=+1 total_energy_ha=-390.24151
C 2.082 2.128 -0.257 -0.1762
C 0.606 1.982 -0.817 -1.1880
C 3.042 2.675 -1.302 -1.3552
H 2.029 2.760 0.651 0.3455
H 2.477 1.196 0.127 0.2762
H -0.027 1.930 0.084 0.3245
H 3.644 1.951 -1.695 0.3850
H 2.588 3.072 -2.116 0.3903
H 0.643 1.112 -1.447 0.2514
H 0.352 2.821 -1.412 0.5089
H 3.623 3.524 -0.943 0.3333
C 0.672 -0.999 0.759 -0.6083
C -2.433 -2.830 1.439 -0.2912
C -3.379 -2.334 0.505 -0.2099
C -1.106 -2.610 1.354 -0.5300
C -0.744 -1.519 0.447 0.9850
C -2.958 -1.442 -0.497 -0.5290
C -1.612 -0.891 -0.394 -0.0679
H -2.879 -3.448 2.275 0.3259
H -4.421 -2.514 0.670 0.4184
H -0.440 -3.064 2.066 0.4387
H -3.747 -0.873 -1.022 0.3547
H 1.325 -1.902 0.561 0.4112
H 0.915 -0.616 1.880 0.3585
H -1.278 0.068 -1.078 0.1098
H 1.024 -0.178 0.163 -0.2616

Entry 3:
34
Properties=species:S:1:pos:R:3:mulliken_charge:R:1 method="wB97M-V/def2-TZVPD" lumo_ev=-4.46 de_lowest_kj_mol=0.00 total_charge=+1 total_energy_ha=-3834.32254
Au -0.296 0.714 -0.396 0.5943
N -0.924 4.676 1.072 -0.3594
C -0.575 3.558 0.436 0.7433
S -1.060 2.054 1.255 -0.4234
N 0.081 3.668 -0.695 -1.1599
N 0.349 2.471 -1.254 0.4807
C 0.729 2.351 -2.471 -0.3368
C 0.922 0.990 -2.989 0.9694
C 1.453 0.732 -4.236 -0.8331
C 1.663 -0.589 -4.616 -0.1503
C 1.350 -1.610 -3.739 -0.8043
C 0.803 -1.289 -2.505 0.1796
N 0.582 -0.026 -2.156 -0.3369
H -1.422 4.649 1.944 0.1912
H -0.654 5.566 0.687 0.2497
H 0.890 3.226 -3.091 0.4257
H 1.710 1.552 -4.891 0.3791
H 2.078 -0.812 -5.589 0.4425
H 1.511 -2.646 -3.997 0.3927
H 0.503 -2.041 -1.786 0.3588
C -2.302 -1.700 3.543 -0.9612
Si -0.802 -1.819 2.454 0.4702
C -0.187 -3.566 2.284 -0.9814
C 0.569 -0.680 2.992 -0.9701
Se -1.540 -1.233 0.304 -0.4029
H -2.070 -2.046 4.553 0.3508
H -3.116 -2.317 3.157 0.3062
H -2.661 -0.672 3.606 0.2933
H 0.104 -3.964 3.260 0.3441
H 0.682 -3.613 1.625 0.2903
H -0.959 -4.219 1.875 0.3104
H 0.913 -0.993 3.981 0.3697
H 0.255 0.359 3.073 0.2949
H 1.422 -0.732 2.312 0.2829

Entry 4:
36
Properties=species:S:1:pos:R:3:mulliken_charge:R:1 method="wB97M-V/def2-TZVPD" lumo_ev=0.44 de_lowest_kj_mol=0.00 total_charge=0 total_energy_ha=-1444.45114 smiles="CC(C)CN(OB(O)O)S(=O)(=O)F.Fc1ccccc1"
C 1.859 1.461 1.047 -1.2425
C 1.562 1.923 -0.392 1.3109
C 2.796 1.765 -1.315 -1.3785
C 0.350 1.175 -0.970 -0.7528
N -0.878 2.008 -1.001 0.0001
O -1.075 2.647 0.248 -0.3893
B -1.376 4.009 0.038 0.6659
O -2.498 4.494 0.615 -0.4427
O -0.524 4.842 -0.651 -0.5185
S -2.247 1.147 -1.403 1.1167
O -2.020 0.609 -2.692 -0.5886
O -3.391 1.900 -1.066 -0.5457
F -2.184 -0.058 -0.400 -0.1603
H 1.560 0.420 1.171 0.1319
H 2.919 1.544 1.282 0.4260
H 1.311 2.061 1.773 0.3002
H 1.350 2.991 -0.341 -0.0723
H 2.989 2.686 -1.865 0.3195
H 3.690 1.517 -0.746 0.3349
H 2.661 0.978 -2.059 0.3540
H 0.186 0.253 -0.410 0.1311
H 0.538 0.903 -2.007 0.4044
H -2.541 5.453 0.531 0.3167
H -0.142 4.402 -1.420 0.3364
F 0.556 -1.759 1.197 -0.2474
C 0.072 -3.020 1.101 0.4816
C 0.932 -4.035 0.740 -0.4724
C 0.427 -5.324 0.643 -0.3231
C -0.914 -5.573 0.901 -0.5923
C -1.756 -4.529 1.259 -0.3843
C -1.265 -3.236 1.365 -0.4472
H 1.972 -3.815 0.539 0.4134
H 1.085 -6.136 0.365 0.3524
H -1.303 -6.579 0.821 0.3703
H -2.802 -4.719 1.457 0.3563
H -1.900 -2.406 1.646 0.4353

Entry 5:
34
Properties=species:S:1:pos:R:3:mulliken_charge:R:1 method="wB97M-V/def2-TZVPD" lumo_ev=-5.33 de_lowest_kj_mol=0.00 total_charge=+1 total_energy_ha=-905.17665 smiles="NCCCCc1[nH+]ncc(B(O)O)c1CC(=O)F"
N 3.146 -1.336 1.862 -0.6333
C 2.259 -0.955 0.750 -0.1770
C 2.620 0.442 0.114 -0.4075
C 2.457 0.496 -1.448 -1.0110
C 0.986 0.124 -1.955 -0.7749
C -0.087 0.836 -1.094 0.4016
N 0.077 2.119 -0.831 0.6382
N -0.676 2.941 -0.128 -1.1165
C -1.704 2.287 0.373 -0.5516
C -2.091 0.907 0.212 0.7241
B -3.422 0.368 0.939 0.5388
O -4.671 0.852 0.582 -0.4751
O -3.369 -0.567 1.959 -0.5356
C -1.226 0.086 -0.612 0.3484
C -1.511 -1.395 -0.919 -1.0766
C -1.301 -2.370 0.262 0.4706
O -0.280 -2.747 0.667 -0.3576
F -2.440 -2.854 0.845 -0.2231
H 4.119 -1.112 1.670 0.2557
H 2.822 -0.860 2.703 0.2602
H 1.241 -0.841 1.194 0.0659
H 2.260 -1.776 -0.003 0.2056
H 3.691 0.661 0.337 0.4952
H 1.987 1.209 0.617 0.2072
H 3.140 -0.250 -1.906 0.4191
H 2.738 1.534 -1.756 0.3364
H 0.910 -0.976 -1.912 0.2404
H 0.929 0.474 -3.012 0.3597
H 0.916 2.561 -1.224 0.3854
H -2.369 2.906 1.010 0.4479
H -5.163 0.959 1.417 0.3271
H -2.455 -0.537 2.301 0.3417
H -2.590 -1.460 -1.207 0.4151
H -0.942 -1.727 -1.807 0.4556

Repeat the fifth record exactly.
34
Properties=species:S:1:pos:R:3:mulliken_charge:R:1 method="wB97M-V/def2-TZVPD" lumo_ev=-5.33 de_lowest_kj_mol=0.00 total_charge=+1 total_energy_ha=-905.17665 smiles="NCCCCc1[nH+]ncc(B(O)O)c1CC(=O)F"
N 3.146 -1.336 1.862 -0.6333
C 2.259 -0.955 0.750 -0.1770
C 2.620 0.442 0.114 -0.4075
C 2.457 0.496 -1.448 -1.0110
C 0.986 0.124 -1.955 -0.7749
C -0.087 0.836 -1.094 0.4016
N 0.077 2.119 -0.831 0.6382
N -0.676 2.941 -0.128 -1.1165
C -1.704 2.287 0.373 -0.5516
C -2.091 0.907 0.212 0.7241
B -3.422 0.368 0.939 0.5388
O -4.671 0.852 0.582 -0.4751
O -3.369 -0.567 1.959 -0.5356
C -1.226 0.086 -0.612 0.3484
C -1.511 -1.395 -0.919 -1.0766
C -1.301 -2.370 0.262 0.4706
O -0.280 -2.747 0.667 -0.3576
F -2.440 -2.854 0.845 -0.2231
H 4.119 -1.112 1.670 0.2557
H 2.822 -0.860 2.703 0.2602
H 1.241 -0.841 1.194 0.0659
H 2.260 -1.776 -0.003 0.2056
H 3.691 0.661 0.337 0.4952
H 1.987 1.209 0.617 0.2072
H 3.140 -0.250 -1.906 0.4191
H 2.738 1.534 -1.756 0.3364
H 0.910 -0.976 -1.912 0.2404
H 0.929 0.474 -3.012 0.3597
H 0.916 2.561 -1.224 0.3854
H -2.369 2.906 1.010 0.4479
H -5.163 0.959 1.417 0.3271
H -2.455 -0.537 2.301 0.3417
H -2.590 -1.460 -1.207 0.4151
H -0.942 -1.727 -1.807 0.4556